Entry from the OMol25 dataset: a 2-piece molecular cluster, C7H15NO overall (the ωB97M-V functional and the def2-TZVPD basis).

Values from the calculation:
Structure (SMILES) = CC(C)[C@@H](C)O.CC#N
Energy = -11038.15353 eV
LUMO level = 0.635 eV
HOMO = -9.256 eV
Maximum force = 3.2 eV Å⁻¹

The geometry in XYZ format:
```
24
C7H15NO, DFT the ωB97M-V functional and the def2-TZVPD basis
C 2.185 0.288 -1.204
C -1.142 1.674 -0.274
C -0.601 -0.324 -1.717
C 1.170 0.612 -0.114
C -0.286 0.427 -0.431
O 1.398 1.903 0.432
H 2.271 1.904 0.839
H 3.195 0.405 -0.809
H 2.077 0.972 -2.046
H 2.074 -0.730 -1.566
H -0.982 2.140 0.694
H -2.196 1.429 -0.398
H -0.877 2.411 -1.034
H -1.674 -0.498 -1.791
H -0.292 0.252 -2.590
H -0.103 -1.291 -1.750
C -1.616 -1.979 2.125
C -0.309 -1.408 1.807
N 0.849 -1.309 1.986
H 1.342 -0.176 0.760
H -0.623 -0.346 0.485
H -1.541 -2.681 2.954
H -2.013 -2.497 1.251
H -2.305 -1.178 2.392
```